The following is a quantum chemistry calculation of the ion C5H7N2O with charge +1 in a non-equilibrium geometry, from the Open Molecules 2025 dataset.

Its charge is +1. For the HOMO energy, the calculation gives -14.00 eV. As for the SMILES: C/[NH+]=C/NC#CC=O. Its HOMO-LUMO gap is 9.24 eV. Its total energy is -10315.1812 eV. As for the multiplicity: 1.

Last column: Löwdin charge in e.
Cartesian coordinates (Å):
C 2.415 -0.614 0.075  -0.037
N 1.523 0.503 -0.036  0.032
C 0.211 0.421 -0.035  0.009
N -0.550 1.528 -0.160  0.114
C -1.824 1.279 -0.015  -0.056
C -2.689 0.434 0.173  0.112
C -2.924 -0.998 -0.020  -0.216
O -1.941 -1.686 -0.224  0.058
H 1.896 -1.309 0.728  0.095
H 2.679 -1.251 -0.876  0.149
H 3.362 -0.200 0.486  0.116
H 2.086 1.297 -0.192  0.151
H -0.062 -0.551 0.317  0.153
H -0.250 2.506 -0.081  0.196
H -3.932 -1.360 -0.141  0.124